[1]
Below is the molecule C10H6O3S, with properties calculated with ωB97M-V/def2-TZVPD.

Each line ends with the Mulliken charge.
Cartesian coordinates (Å):
C -2.334 1.658 -0.419  -0.3352
C -2.753 0.641 0.469  -0.4887
C -1.148 1.653 -1.024  -0.7520
C -2.003 -0.427 0.653  -0.7671
C -0.156 0.644 -0.730  1.4885
C -0.655 -0.457 0.099  0.3754
C 1.092 0.880 -1.170  -0.4923
C 2.210 0.064 -0.812  -0.0986
C -0.087 -1.484 0.731  0.5419
C 2.170 -0.972 0.046  -0.4831
O 0.163 -2.344 1.430  -0.3159
O 3.018 -3.315 0.560  -0.4718
O 3.190 -1.495 2.244  -0.4507
S 3.206 -1.928 0.897  0.7433
H -3.039 2.571 -0.433  0.2418
H -3.701 0.765 1.091  0.2768
H -1.018 2.427 -1.877  0.1956
H -2.476 -1.335 1.190  0.2552
H 1.233 1.795 -1.864  0.1915
H 3.088 0.658 -1.083  0.3455

Results
charge: 0
energy: -27438.3373 eV
gap between HOMO and LUMO: 0.2119 Eh

[2]
Below is the molecule C5H6FNO, with properties calculated with ωB97M-V/def2-TZVPD.

Each line ends with the Mulliken charge.
Cartesian coordinates (Å):
C -2.565 0.198 0.069  -1.0044
C -1.086 0.410 0.122  0.2772
N -0.450 1.447 0.637  -0.5261
O 0.875 1.346 0.483  -0.1196
C 1.137 0.167 -0.016  0.3037
C 2.580 -0.351 -0.093  -0.9808
C -0.205 -0.596 -0.266  0.6586
F -0.290 -1.795 -0.830  -0.2978
H -3.030 0.575 1.006  0.3091
H -2.925 0.848 -0.747  0.2542
H -2.827 -0.875 -0.117  0.2838
H 3.260 0.512 -0.104  0.3334
H 2.943 -0.834 0.856  0.2466
H 2.582 -1.051 -1.002  0.2621

Results
charge: 0
energy relative to the best compared isomer or geometry (same formula, charge and spin): 365.5 kJ/mol
structure (SMILES): Cc1noc(C)c1F
energy: -11534.3688 eV
gap between HOMO and LUMO: 0.3538 Eh

[3]
Below is C38H64B2F2HgN10OP as an isolated structure, with properties calculated with ωB97M-V/def2-TZVPD.

Each line ends with the Mulliken charge.
Cartesian coordinates (Å):
Hg 0.642 2.762 -1.765  0.5488
C -2.581 0.719 -3.376  -1.1977
C -3.817 0.455 -2.531  1.0634
C -4.843 -0.357 -3.328  -1.6374
C -3.485 -0.243 -1.240  -0.0013
C -4.390 -0.744 -0.288  -1.1367
C -3.612 -1.286 0.709  -0.0196
C -4.233 -1.980 1.902  0.3048
C -3.434 -2.024 3.199  -1.1042
C -4.725 -3.381 1.521  -1.5242
N -2.307 -1.103 0.348  0.7325
N -2.245 -0.465 -0.853  -0.4093
B -0.981 -1.443 1.068  0.8393
N 0.059 -2.099 0.071  0.8013
N 0.382 -1.489 -1.103  -0.2186
C 1.032 -2.369 -1.844  -0.1741
C 1.176 -3.581 -1.138  -1.2628
C 0.530 -3.384 0.065  0.4224
C 0.368 -4.473 1.096  0.2963
C -1.069 -4.985 1.202  -1.3302
C 0.953 -4.121 2.460  -1.4922
C 1.402 -2.114 -3.285  0.8296
C 2.889 -2.354 -3.566  -1.4349
C 0.944 -0.750 -3.793  -0.7308
N -0.425 -0.188 1.833  1.1022
N -0.246 1.020 1.214  -0.4862
C -0.006 1.904 2.168  -0.0005
C 0.013 1.287 3.429  -1.2256
C -0.266 -0.040 3.180  0.8596
C -0.316 -1.104 4.246  1.7699
C -1.147 -0.639 5.448  -1.8840
C 1.096 -1.451 4.732  -1.5337
C 0.091 3.372 1.869  1.4268
C -1.316 3.978 1.874  -1.6214
C 0.985 4.106 2.869  -1.8117
H -2.854 1.250 -4.292  0.3929
H -1.850 1.316 -2.833  -0.1165
H -2.115 -0.230 -3.650  0.3138
H -4.270 1.417 -2.270  0.1678
H -4.419 -1.324 -3.612  0.3254
H -5.750 -0.546 -2.751  0.3650
H -5.126 0.174 -4.241  0.4378
H -5.468 -0.693 -0.297  0.4797
H -5.121 -1.377 2.115  0.5984
H -2.681 -2.811 3.188  -0.0230
H -2.934 -1.075 3.379  -0.0412
H -4.107 -2.225 4.037  0.4580
H -3.888 -4.015 1.225  0.2339
H -5.231 -3.856 2.367  0.4267
H -5.418 -3.333 0.682  0.4194
H -1.180 -2.272 1.899  -1.0888
H 1.643 -4.496 -1.467  0.5271
H 0.968 -5.295 0.693  0.5515
H -1.735 -4.209 1.571  -0.2071
H -1.437 -5.305 0.226  0.3535
H -1.119 -5.836 1.886  0.5078
H 0.465 -3.244 2.876  0.1584
H 0.822 -4.948 3.162  0.4928
H 2.024 -3.912 2.383  0.2061
H 0.861 -2.882 -3.852  0.5569
H 3.507 -1.544 -3.168  0.1455
H 3.237 -3.295 -3.135  0.3083
H 3.070 -2.388 -4.643  0.4705
H 1.584 0.061 -3.447  0.0619
H 0.952 -0.729 -4.885  0.5361
H -0.057 -0.521 -3.438  -0.5795
H 0.195 1.746 4.387  0.3984
H -0.778 -2.002 3.841  -0.5809
H -0.606 0.122 6.014  0.3967
H -2.098 -0.208 5.142  0.4050
H -1.347 -1.477 6.120  0.3991
H 1.586 -0.557 5.121  0.3733
H 1.057 -2.200 5.528  0.4924
H 1.714 -1.850 3.928  0.0760
H 0.499 3.487 0.860  -0.2646
H -1.767 3.866 2.865  0.3340
H -1.282 5.041 1.624  0.4443
H -1.950 3.478 1.143  0.2286
H 0.507 4.150 3.852  0.3493
H 1.956 3.623 2.994  0.3976
H 1.154 5.133 2.540  0.4131
F -2.912 3.618 -1.326  -0.2392
B -1.732 4.107 -1.818  -0.2484
F -1.975 5.409 -2.214  -0.2489
O 1.778 3.117 -5.176  -0.6911
N 0.730 3.839 -5.264  0.5518
C -0.347 3.407 -5.965  -0.3332
C -1.498 4.161 -6.040  -0.5096
C -1.573 5.385 -5.398  -0.2189
C -0.466 5.812 -4.684  -0.4645
C 0.667 5.035 -4.626  -0.2848
H -0.216 2.435 -6.411  0.4033
H -2.338 3.762 -6.592  0.3834
H -2.482 5.968 -5.412  0.3511
H -0.486 6.734 -4.122  0.3114
H 1.554 5.275 -4.063  0.4610
C 4.478 -1.280 0.329  -0.6499
N 3.096 -0.685 0.359  0.9875
C 2.861 -0.060 1.725  -0.6205
N 3.869 0.901 2.026  0.3326
C 5.184 0.292 1.946  -0.9724
N 5.470 -0.295 0.637  0.0717
C 5.545 0.762 -0.391  -0.8210
P 3.994 1.806 -0.630  -0.1933
C 2.902 0.326 -0.730  1.0978
C 3.749 2.108 1.193  0.2512
H 4.630 -1.696 -0.667  0.3178
H 4.495 -2.080 1.072  0.3044
H 2.381 -1.409 0.205  -0.7708
H 2.884 -0.881 2.443  0.3521
H 1.874 0.392 1.695  -0.5455
H 5.248 -0.498 2.701  0.2826
H 5.943 1.045 2.160  0.4209
H 5.783 0.294 -1.351  0.3871
H 6.386 1.413 -0.139  0.4209
H 3.084 -0.176 -1.678  -0.7132
H 1.855 0.630 -0.721  -0.1319
H 2.761 2.545 1.342  -0.5932
H 4.494 2.834 1.529  0.5005

Results
charge: -1
energy: -77647.3071 eV
gap between HOMO and LUMO: 0.1557 Eh

[4]
Below is the molecule C6H10, with properties calculated with ωB97M-V/def2-TZVPD.

Each line ends with the Mulliken charge.
Cartesian coordinates (Å):
C -0.509 0.041 -1.895  -1.4153
C -0.146 -0.092 -0.436  0.9189
C 1.258 0.203 0.077  -0.5987
C 0.698 0.523 1.473  -0.5888
C -0.716 0.382 0.904  -0.4726
C -0.875 -1.051 0.483  -0.8110
H -1.578 -0.101 -2.086  0.3548
H 0.033 -0.719 -2.479  0.3103
H -0.218 1.021 -2.290  0.3268
H 2.007 -0.587 0.010  0.2733
H 1.625 1.120 -0.396  0.2798
H 0.949 1.532 1.828  0.3004
H 0.888 -0.182 2.287  0.2490
H -1.293 1.148 1.383  0.3999
H -1.789 -1.463 0.047  0.2918
H -0.334 -1.776 1.091  0.1814

Results
charge: 0
energy relative to the best compared isomer or geometry (same formula, charge and spin): 164.2 kJ/mol
structure (SMILES): C[C@@]12CC[C@@H]1C2
energy: -6382.1576 eV
gap between HOMO and LUMO: 0.3908 Eh